No. 1
# C18H54O9

A cluster of 9 separate species, C18H54O9 in total at a distorted geometry (wB97M-V/def2-TZVPD, the Open Molecules 2025 dataset).

Geometry as XYZ:
```
81
Properties=species:S:1:pos:R:3:forces:R:3
C 5.59899 -2.68311 -7.51905 -0.502 -0.206 -1.267
C 5.05176 -1.60695 -6.61768 1.116 -0.962 0.742
O 5.48118 -2.03572 -5.32518 0.077 0.889 0.980
H 5.21322 -2.61507 -8.53624 -0.030 -0.018 -0.158
H 5.33430 -3.66904 -7.13699 -0.141 -0.068 -0.032
H 6.68666 -2.65257 -7.58317 -0.049 0.190 0.195
H 3.97209 -1.46044 -6.58701 -0.035 -0.005 -0.537
H 5.58587 -0.68042 -6.82825 -0.351 0.183 0.174
H 5.12586 -2.90962 -5.14728 -0.086 -0.005 -0.099
C 1.53706 6.11950 -17.90211 0.651 0.403 -0.649
C 1.65190 4.67068 -17.55086 -0.740 -0.017 -1.013
O 2.05008 4.60802 -16.23495 0.031 -0.619 1.901
H 2.50564 6.56525 -17.67567 0.032 0.243 -0.137
H 0.79705 6.66105 -17.31286 -0.127 -0.295 -0.008
H 1.33601 6.24027 -18.96657 -0.058 0.170 -0.018
H 2.37057 4.10795 -18.14663 0.120 0.266 -0.530
H 0.68639 4.18578 -17.69501 -0.214 -0.155 -0.026
H 1.55736 3.87555 -15.85768 0.306 -0.009 0.489
C 6.70287 -8.39932 -15.04325 0.616 1.215 -1.860
C 5.56292 -9.16166 -14.51134 -0.021 -1.174 0.543
O 6.15426 -10.20783 -13.74020 -0.738 -0.521 0.668
H 7.49194 -9.07819 -15.36666 0.062 -0.117 0.381
H 7.10603 -7.63763 -14.37586 -0.007 -0.143 0.150
H 6.44641 -7.90913 -15.98241 -0.198 0.474 0.019
H 4.97791 -9.68529 -15.26744 0.173 0.115 -0.209
H 4.84682 -8.56971 -13.94135 0.057 0.141 0.215
H 6.63334 -9.80689 -13.01127 0.055 0.011 0.092
C -4.15238 -1.75376 -18.04513 0.666 -0.098 1.155
C -4.87671 -2.44893 -16.86793 0.327 -0.393 -0.207
O -4.75395 -1.70592 -15.64582 -0.043 0.206 -0.544
H -4.45937 -0.71912 -18.19804 -0.426 -0.205 -0.156
H -4.07850 -2.31943 -18.97392 -0.776 -0.062 0.044
H -3.10074 -1.67682 -17.76902 0.143 0.090 0.298
H -4.43179 -3.41871 -16.64507 0.371 -0.215 -0.523
H -5.92217 -2.69536 -17.05342 -0.240 0.458 -0.322
H -4.99796 -2.33849 -14.96618 -0.007 0.217 0.262
C -5.28630 3.21260 -9.14790 -0.338 0.237 -0.635
C -4.00866 3.43508 -8.36171 -0.767 -0.765 0.177
O -4.46823 4.01879 -7.14061 0.428 0.296 -0.096
H -5.99174 2.63145 -8.55402 0.064 0.092 0.123
H -5.21367 2.71090 -10.11286 0.589 -0.218 0.081
H -5.75495 4.16306 -9.40306 -0.038 0.151 0.307
H -3.25076 4.02325 -8.87915 -0.162 0.334 -0.038
H -3.56241 2.46648 -8.13640 0.192 -0.170 -0.031
H -3.70437 4.21387 -6.59283 0.033 0.041 0.110
C 10.68568 0.53592 -14.09216 -0.522 -0.521 -1.186
C 10.36229 0.78716 -15.59382 0.469 0.744 1.464
O 11.22139 -0.01159 -16.37255 -0.213 -0.353 -0.290
H 10.13474 1.24503 -13.47432 0.251 -0.006 0.101
H 11.76276 0.54810 -13.92530 -0.053 0.466 -0.014
H 10.38243 -0.47997 -13.83892 -0.195 -0.003 0.107
H 10.54408 1.84240 -15.79762 0.183 0.248 -0.108
H 9.30337 0.65441 -15.81554 -0.097 -0.495 0.061
H 10.80047 -0.12901 -17.22733 0.175 -0.080 -0.134
C -1.94176 -4.65003 -6.76375 -0.611 -0.466 -0.919
C -2.52941 -6.07436 -6.89514 -0.157 0.590 0.178
O -2.34619 -6.58081 -8.22754 0.618 0.514 0.425
H -2.46830 -4.03274 -7.49162 0.115 0.204 -0.042
H -0.87921 -4.60545 -7.00273 -0.010 -0.193 0.080
H -2.11496 -4.20339 -5.78466 -0.015 -0.303 0.080
H -3.60385 -6.04370 -6.71423 -0.138 0.193 0.202
H -2.10530 -6.67371 -6.08953 0.276 -0.540 -0.313
H -2.62522 -7.49621 -8.30356 -0.078 0.002 0.306
C 2.81495 -1.44346 -13.91475 -0.092 0.475 0.868
C 1.32615 -1.58909 -13.59254 0.379 -2.062 -0.477
O 0.63311 -0.42759 -13.69229 -0.809 3.388 -0.423
H 3.38426 -2.36483 -13.79212 -0.380 -0.278 -0.280
H 3.29150 -0.78088 -13.19224 -0.101 0.341 -0.015
H 2.97387 -1.02337 -14.90791 -0.103 -0.127 -0.007
H 1.08745 -1.95612 -12.59433 0.739 -0.812 0.140
H 0.87790 -2.22902 -14.35257 0.264 -0.908 0.141
H -0.29979 -0.60422 -13.83409 0.091 -0.006 0.040
C 2.58424 -4.08469 -21.14956 -0.299 -0.310 1.111
C 2.03365 -3.17735 -22.18502 -0.051 0.010 -1.004
O 0.89644 -3.80376 -22.75888 -0.343 -0.145 -0.066
H 3.03359 -4.94754 -21.64117 0.283 0.102 0.219
H 1.80545 -4.47324 -20.49335 -0.202 0.050 -0.036
H 3.26308 -3.54098 -20.49257 0.401 -0.223 -0.212
H 2.82217 -3.12316 -22.93563 0.040 0.537 -0.330
H 1.76403 -2.16894 -21.87118 0.180 0.012 0.404
H 0.46102 -3.17546 -23.33961 -0.011 -0.033 -0.084
```
Positions in Å, forces in eV/Å.

As for the calculated total energy: -1395.1795 Ha. As for the energy above the lowest of the compared OMol25 structures with the same formula, charge and spin: 117.55 kcal/mol. As for the net charge: 0. As for the SMILES: CCO.CCO.CCO.CCO.CCO.CCO.CCO.CCO.CCO. The value obtained for the HOMO-LUMO gap is 10.5 eV.

---

No. 2
# C22H25Cl2N5O3S2

An isolated molecule of C22H25Cl2N5O3S2 at a distorted geometry (wB97M-V/def2-TZVPD, the Open Molecules 2025 dataset).

Geometry as XYZ:
```
59
Properties=species:S:1:pos:R:3:forces:R:3
C -6.48432 -2.02007 2.58297 0.023 0.262 -0.045
C -6.05861 -0.61788 2.16706 0.157 -0.092 0.090
C -4.59843 -0.35425 2.53998 -0.295 -0.401 -0.033
N -4.08639 0.92345 2.10052 0.310 0.087 -1.050
C -4.61759 2.15444 2.64404 0.140 0.571 0.049
C -4.14192 2.41850 4.08088 -0.251 -0.090 -0.051
C -5.16499 2.01598 5.13798 0.217 0.102 -0.048
S -3.50901 0.91655 0.54395 0.270 -0.089 0.372
O -4.29973 0.09686 -0.32943 0.066 -0.238 0.155
O -3.25199 2.27209 0.15496 -0.032 0.119 0.261
C -1.93431 0.09215 0.79759 -0.461 -0.035 -0.143
C -1.67394 -1.12056 0.19149 -0.269 0.046 -0.063
C -0.42961 -1.70976 0.34355 0.222 0.120 0.210
C 0.55147 -1.06991 1.09530 -0.344 0.115 0.097
C 1.94837 -1.57008 1.24970 -0.038 -0.206 -0.075
O 2.67334 -1.20522 2.15255 0.090 0.205 0.161
N 2.37518 -2.43971 0.29464 0.026 -0.428 -0.145
C 3.75033 -2.85831 0.24936 0.115 -0.214 0.453
C 4.57436 -2.18340 -0.79964 0.356 -0.199 -0.110
N 5.72580 -2.63221 -1.18026 -0.178 -0.722 0.497
N 6.20534 -1.72665 -2.06349 -0.846 0.577 0.185
C 5.35119 -0.68719 -2.24531 0.266 -0.200 -0.070
S 5.52439 0.61564 -3.21367 0.094 0.614 -0.477
N 4.27803 -0.99280 -1.41978 0.836 -0.251 -0.228
C 3.10766 -0.20195 -1.35450 -0.590 0.486 -0.111
C 3.09388 0.97164 -0.61509 0.016 -0.277 -0.121
C 1.94906 1.74648 -0.58786 -0.197 0.024 -0.130
C 0.81353 1.36074 -1.28778 -0.019 -0.020 -0.130
Cl -0.63528 2.30192 -1.20894 0.504 0.062 -0.122
C 0.84190 0.18433 -2.03814 0.030 0.203 0.108
Cl -0.55642 -0.32459 -2.89761 -0.072 -0.145 -0.256
C 1.99010 -0.58689 -2.08473 0.164 0.292 0.057
C 0.25561 0.13505 1.73347 -0.071 -0.057 0.034
C -0.98728 0.71785 1.58621 0.124 -0.033 0.111
H -6.37562 -2.15230 3.65796 -0.014 -0.090 0.115
H -7.52442 -2.19347 2.31952 -0.078 -0.094 0.014
H -5.87422 -2.76766 2.08166 0.048 -0.141 -0.036
H -6.16009 -0.49926 1.08767 -0.061 0.065 0.054
H -6.70119 0.11586 2.65718 -0.028 0.065 -0.035
H -3.96516 -1.10892 2.06508 -0.064 -0.196 0.223
H -4.45841 -0.43142 3.62218 0.079 -0.049 -0.056
H -4.24573 2.93225 1.97602 -0.196 0.077 0.179
H -5.71291 2.16929 2.60177 0.039 0.005 -0.043
H -3.93359 3.48394 4.19081 0.077 -0.001 -0.014
H -3.20701 1.87890 4.24230 0.083 0.068 -0.027
H -4.77983 2.22742 6.13307 -0.054 -0.022 0.124
H -5.40016 0.95672 5.08175 -0.085 -0.139 0.037
H -6.08679 2.57790 5.00420 -0.124 0.022 0.023
H -2.44771 -1.57723 -0.40593 -0.031 -0.098 -0.078
H -0.24699 -2.66939 -0.11654 0.023 -0.090 -0.075
H 1.78368 -2.65442 -0.49072 -0.008 0.105 0.133
H 3.82855 -3.93959 0.10331 0.032 0.146 0.034
H 4.17550 -2.61002 1.23093 -0.079 -0.135 -0.226
H 7.10347 -1.84556 -2.50086 -0.115 0.081 0.006
H 3.97397 1.27423 -0.07050 0.092 0.017 0.044
H 1.92857 2.66304 -0.02199 -0.031 0.112 0.086
H 2.01534 -1.47490 -2.69821 0.005 -0.091 -0.059
H 1.02619 0.59742 2.33103 0.053 0.052 0.041
H -1.23289 1.65926 2.05111 0.074 0.144 0.105
```
Positions in Å, forces in eV/Å.

As for the calculated total energy: -3069.6244 Ha. As for the energy above the lowest of the compared OMol25 structures with the same formula, charge and spin: 6.12 kcal/mol. As for the net charge: 0. As for the SMILES: CCCN(CCC)S(=O)(=O)c1ccc(C(=O)NCc2n[nH]c(=S)n2-c2ccc(Cl)c(Cl)c2)cc1. The value obtained for the HOMO-LUMO gap is 8.0 eV.

---

No. 3
# C4H6KO3

A structure of composition C4H6KO3 at a distorted geometry (wB97M-V/def2-TZVPD, the Open Molecules 2025 dataset).

Geometry as XYZ:
```
14
Properties=species:S:1:pos:R:3:forces:R:3
H -1.26694 -0.73750 -1.31665 -0.115 -0.267 0.851
O 1.56850 -2.06318 -1.08513 0.744 0.915 -0.069
O 0.29873 1.01218 -0.17785 -0.199 0.200 -0.004
O 3.08024 -0.56058 -0.16168 0.021 0.264 -0.456
C -1.77098 -0.09722 -0.57066 -1.832 0.047 -0.125
C -0.90004 1.09177 -0.40574 0.563 0.217 0.097
C 2.32718 -1.28358 -0.68354 -0.844 -1.220 0.498
H -1.35042 2.09673 -0.54102 -0.016 -0.181 0.117
K 2.70490 2.03286 0.45818 -0.114 -0.018 0.006
H -2.00884 -0.54765 0.42832 1.052 -0.085 -0.796
C -3.19476 0.25972 -1.10837 0.577 0.225 -0.274
H -3.78105 -0.65652 -1.24830 0.169 0.288 0.067
H -3.73246 0.92495 -0.41942 0.148 -0.225 -0.130
H -3.11422 0.77008 -2.07900 -0.152 -0.161 0.219
```
Positions in Å, forces in eV/Å.

As for the calculated total energy: -981.5176 Ha. As for the energy above the lowest of the compared OMol25 structures with the same formula, charge and spin: 0.00 kcal/mol. As for the net charge: +1. The value obtained for the HOMO-LUMO gap is 10.4 eV.

---

No. 4
# H2N5O

A cluster of 2 separate species, H2N5O in total at a distorted geometry (wB97M-V/def2-TZVPD, the Open Molecules 2025 dataset).

Geometry as XYZ:
```
8
Properties=species:S:1:pos:R:3:forces:R:3
N -0.11687 1.64926 -0.03343 0.115 -0.176 0.054
N -1.20406 1.79883 -0.37612 -7.345 3.055 -1.374
N 0.96839 1.51191 0.27783 5.779 -2.962 0.993
N 0.33903 -1.48846 0.15718 0.001 1.877 0.179
N 0.13040 -2.57395 0.07478 0.637 1.664 0.060
O -0.02232 -3.69259 -0.02590 -0.702 -3.500 -0.248
H 1.86716 1.60204 0.71742 0.313 1.116 0.439
H -1.96173 1.19295 -0.79177 1.201 -1.074 -0.103
```
Positions in Å, forces in eV/Å.

As for the expectation value of S²: 2.024. As for the calculated total energy: -349.5784 Ha. As for the energy above the lowest of the compared OMol25 structures with the same formula, charge and spin: 5.27 kcal/mol. As for the net charge: +1. The multiplicity is 3. The value obtained for the HOMO-LUMO gap (alpha / beta) is 8.1 / 5.4 eV.